Formula: C6H14O2
Source: OMol25
Level of theory: the ωB97M-V functional and the def2-TZVPD basis

XYZ file:
```
22
Properties=species:S:1:pos:R:3:mulliken_charge:R:1
C 1.09393 -2.10276 -0.86636 -0.950
C 0.79799 -0.84476 -0.67214 0.098
C 1.28726 -0.33000 0.63829 -0.155
C 1.24007 0.95642 1.04130 0.868
C 0.59198 2.01968 0.29923 -1.201
C 2.01736 1.34379 2.26257 -1.139
H 1.34447 -2.71277 0.01303 0.174
H 0.88265 -2.71494 -1.67914 0.344
H 0.06119 -0.23008 -1.17702 0.138
H 1.78648 -1.15711 1.39952 0.028
H 0.26102 1.80658 -0.77811 0.283
H 1.33072 2.79058 0.13860 0.356
H -0.44481 2.36791 0.64507 0.232
H 1.41341 1.20339 3.18820 0.273
H 2.60537 2.37434 2.05635 0.279
H 2.81493 0.59126 2.45340 0.346
O -4.11448 -2.05808 -2.91836 -0.608
H -4.57527 -1.61369 -2.30378 0.290
H -3.62983 -1.53259 -3.57309 0.312
O -2.62372 -0.16646 -0.15111 -0.644
H -1.86310 0.15085 -0.77675 0.351
H -2.27762 -0.14154 0.76030 0.325
```

Its molecular weight is 118.18 g mol⁻¹. The SMILES is C=CC=C(C)C.O.O. The frontier orbital gap is 9.16 eV. The value obtained for the relative energy (zero: lowest compared OMol25 entry of this formula, charge and spin) is 353.5 kJ/mol.